The following is a quantum chemistry calculation of one molecule with the formula C3H8N2O at a distorted geometry, from the Open Molecules 2025 dataset.

Last column: natural (NBO) charge in e.
Geometry (Å):
C (0.239, 1.213, 0.264)  -0.2210
C (0.270, -0.278, 0.091)  -0.5152
C (-0.989, -0.840, -0.579)  0.6926
N (-1.244, -2.168, -0.348)  -0.8530
O (-1.757, -0.155, -1.208)  -0.5990
N (1.598, 1.761, 0.269)  -0.8304
H (-0.312, 1.666, -0.551)  0.2205
H (-0.266, 1.453, 1.207)  0.1673
H (1.084, -0.623, -0.559)  0.2332
H (0.413, -0.851, 1.006)  0.2156
H (-2.168, -2.437, -0.659)  0.3932
H (-0.589, -2.929, -0.391)  0.3957
H (1.589, 2.767, 0.399)  0.3558
H (2.131, 1.420, 1.059)  0.3446

Output
**Energy relative to the best compared isomer or geometry (same formula, charge and spin)**: 14.1 kcal/mol
**Highest occupied orbital energy**: -9.39 eV
**SMILES string**: NCCC(N)=O
**Total charge**: 0
**Orbital gap**: 0.3797 Eh
**F_max**: 1.561 eV Å⁻¹